[1]
Molecular formula: C17H19N3O
Method: DFT, the ωB97M-V functional and the def2-TZVPD basis

Geometry as XYZ:
```
40
Properties=species:S:1:pos:R:3
C 0.83 4.02 2.63
C -0.29 3.23 1.85
C -0.64 4.22 0.73
C -1.50 2.91 2.73
C 0.23 1.98 1.17
C -0.60 1.43 0.21
C -0.25 0.38 -0.59
C 1.00 -0.25 -0.42
C 1.45 -1.36 -1.24
N 1.74 -2.52 -0.44
C 0.96 -3.63 -0.47
O 1.15 -4.51 0.41
C -0.03 -3.81 -1.42
C -0.62 -5.01 -1.57
C -1.68 -5.15 -2.55
C -1.94 -3.97 -3.33
N -1.23 -2.88 -3.30
C -0.32 -2.79 -2.33
N 0.50 -1.66 -2.32
C 1.85 0.28 0.54
C 1.46 1.34 1.40
H 1.75 4.21 2.00
H 1.22 3.40 3.44
H 0.39 4.98 2.94
H -1.40 3.95 0.00
H -0.91 5.24 1.14
H 0.26 4.26 0.12
H -2.32 2.39 2.16
H -1.31 2.19 3.65
H -1.69 3.90 3.09
H -1.57 1.85 0.04
H -0.98 0.14 -1.29
H 2.34 -1.00 -1.73
H 2.22 -2.47 0.43
H -0.28 -5.71 -0.82
H -2.35 -6.08 -2.57
H -2.73 -4.09 -4.06
H 0.35 -1.07 -3.13
H 2.79 -0.18 0.79
H 2.15 1.85 2.10
```

The HOMO energy is -8.33 eV. The SMILES is CC(C)(C)c1ccc([C@H]2NC(=O)c3cccnc3N2)cc1. For the orbital gap, the calculation gives 8.85 eV. The LUMO energy comes out at 0.519 eV. For the energy relative to the best compared isomer or geometry (same formula, charge and spin), the calculation gives 1.028 eV. The calculation puts the energy at -898.6928 Eh. As for the charge: 0.

[2]
Molecular formula: C17H19N3O3S2
Method: DFT, the ωB97M-V functional and the def2-TZVPD basis

Geometry as XYZ:
```
44
Properties=species:S:1:pos:R:3
C 3.22 -6.06 -5.77
C 2.74 -5.59 -4.41
O 2.16 -4.31 -4.58
C 1.64 -3.65 -3.51
C 1.63 -4.15 -2.20
C 1.08 -3.42 -1.17
C 0.54 -2.17 -1.43
N -0.04 -1.34 -0.51
C -0.45 -0.26 -1.05
S -1.23 1.04 -0.20
C -1.29 0.29 1.48
C -2.49 -0.64 1.63
C -3.82 0.06 1.39
C -1.26 1.37 2.56
O -1.91 1.29 3.57
N -0.38 2.38 2.29
C -0.13 3.46 3.11
C -0.70 3.79 4.37
C -0.08 4.96 4.70
C -0.20 5.85 5.87
O 0.77 5.30 3.72
N 0.74 4.37 2.74
S -0.20 -0.10 -2.80
C 0.55 -1.67 -2.75
C 1.09 -2.40 -3.79
H 3.67 -7.04 -5.67
H 3.96 -5.36 -6.16
H 2.39 -6.11 -6.46
H 3.58 -5.52 -3.70
H 1.99 -6.28 -4.01
H 2.05 -5.12 -1.99
H 1.08 -3.81 -0.16
H -0.37 -0.29 1.55
H -2.37 -1.47 0.92
H -2.47 -1.05 2.64
H -4.64 -0.65 1.49
H -3.86 0.50 0.40
H -3.96 0.85 2.13
H 0.13 2.39 1.42
H -1.43 3.23 4.91
H -0.86 5.40 6.61
H -0.61 6.82 5.57
H 0.78 6.02 6.32
H 1.11 -2.03 -4.80
```

The HOMO energy is -8.08 eV. The SMILES is CCOc1ccc2nc(S[C@H](CC)C(=O)Nc3cc(C)on3)sc2c1. For the orbital gap, the calculation gives 8.75 eV. The LUMO energy comes out at 0.671 eV. For the energy relative to the best compared isomer or geometry (same formula, charge and spin), the calculation gives 2.568 eV. The calculation puts the energy at -1845.5645 Eh. As for the charge: 0.

[3]
Molecular formula: C17H19N3O4S
Method: DFT, the ωB97M-V functional and the def2-TZVPD basis

Geometry as XYZ:
```
44
Properties=species:S:1:pos:R:3
C -7.08 -1.13 -1.39
H -8.00 -0.83 -1.68
O -6.34 0.08 -0.93
C -5.14 -0.15 -0.58
C -4.38 -1.43 -0.87
C -3.13 -1.34 -0.27
C -2.59 -0.25 0.42
C -3.31 1.04 0.30
C -4.67 1.06 -0.07
O -5.42 2.06 0.14
C -5.01 3.49 0.71
H -5.88 4.10 0.58
H -4.10 3.52 -0.01
H -4.59 3.24 1.77
H -2.88 1.89 0.73
C -1.17 -0.19 0.80
N -0.43 -1.40 0.46
N 0.78 -1.49 0.84
C 1.59 -2.44 0.29
O 1.01 -3.41 -0.19
C 2.90 -2.53 0.77
N 3.61 -1.39 0.40
C 3.69 -0.09 0.72
O 2.91 0.22 1.76
C 4.57 0.91 -0.28
C 4.76 2.10 0.23
C 5.61 2.55 -0.59
C 6.23 2.06 -1.52
S 5.55 0.25 -1.23
H 6.96 2.09 -2.16
H 5.84 3.90 -0.58
H 4.08 2.52 0.89
H 4.27 -1.68 -0.57
H 2.92 -2.48 1.92
H 3.37 -3.56 0.65
H 1.38 -0.54 1.33
C -0.50 1.06 1.20
H -0.60 1.94 0.98
H -1.11 1.30 2.30
H 0.40 1.06 1.73
H -2.39 -2.21 -0.29
H -4.96 -2.07 -0.92
H -6.75 -1.46 -2.39
H -7.18 -2.13 -0.77
```

The HOMO energy is -6.44 eV. For the orbital gap, the calculation gives 6.39 eV. The LUMO energy comes out at -0.049 eV. For the energy relative to the best compared isomer or geometry (same formula, charge and spin), the calculation gives 18.662 eV. The calculation puts the energy at -1522.0087 Eh. As for the charge: 0.

[4]
Molecular formula: C17H19N5O2S
Method: DFT, the ωB97M-V functional and the def2-TZVPD basis

Geometry as XYZ:
```
44
Properties=species:S:1:pos:R:3
C 0.98 3.72 -1.24
C 0.02 2.54 -1.41
C 0.03 2.04 -2.85
C 0.41 1.42 -0.50
N -0.53 0.94 0.30
C -0.23 -0.08 1.10
S -1.42 -0.75 2.15
C -2.87 0.31 1.74
C -3.71 -0.32 0.68
C -3.35 -0.26 -0.66
C -4.16 -0.88 -1.59
C -5.30 -1.54 -1.15
C -5.58 -1.53 0.21
N -4.81 -0.94 1.10
C 1.08 -0.61 1.11
C 1.45 -1.71 1.97
O 0.69 -2.24 2.75
N 2.78 -2.10 1.84
C 3.26 -3.19 2.67
C 3.71 -1.54 0.99
O 4.85 -1.95 0.94
N 3.27 -0.49 0.19
C 4.22 0.13 -0.72
C 2.00 -0.03 0.23
N 1.66 0.98 -0.57
H 2.00 3.40 -1.47
H 0.96 4.09 -0.22
H 0.71 4.53 -1.91
H -0.99 2.85 -1.14
H 1.03 1.70 -3.12
H -0.26 2.84 -3.53
H -0.66 1.21 -2.98
H -2.46 1.27 1.42
H -3.43 0.40 2.67
H -2.45 0.26 -0.95
H -3.91 -0.86 -2.64
H -5.96 -2.04 -1.84
H -6.46 -2.02 0.61
H 2.42 -3.53 3.29
H 4.08 -2.85 3.30
H 3.62 -4.00 2.04
H 3.85 0.04 -1.74
H 4.32 1.18 -0.47
H 5.17 -0.38 -0.61
```

The HOMO energy is -8.88 eV. The SMILES is CC(C)c1nc(SCc2ccccn2)c2c(=O)n(C)c(=O)n(C)c2n1. For the orbital gap, the calculation gives 9.00 eV. The LUMO energy comes out at 0.123 eV. For the energy relative to the best compared isomer or geometry (same formula, charge and spin), the calculation gives 0.000 eV. The calculation puts the energy at -1481.7531 Eh. As for the charge: 0.

What is the energy in the second record?
-1845.5645 Eh